The following is a DFT calculation (wB97M-V/def2-TZVPD) of a structure of composition C2H3Pd in a non-equilibrium geometry.

```
6
Properties=species:S:1:pos:R:3:forces:R:3
C -0.3444 -0.4999 -0.3765 0.8 -1.1 2.9
H -0.3348 -1.4158 0.2242 -1.1 -0.3 -1.3
C -0.6961 0.6874 -0.1404 -0.5 0.6 -2.6
H -0.9134 1.6047 -0.6809 -0.2 0.2 0.8
H 1.3120 -0.8519 -0.2087 0.1 0.5 -0.2
Pd 0.9766 0.4756 1.1823 0.9 0.2 0.5
```
Positions in Å, forces in eV/Å.

The HOMO energy (spin up / spin down) is -13.8 / -16.3 eV. Its spin multiplicity is 3. As for the HOMO-LUMO gap (spin up / spin down): 7.8257 / 8.0301 eV. The expectation value of S² is 2.0273. Its total charge is +1. As for the LUMO energy (spin up / spin down): -5.9349 / -8.3108 eV. For the relative energy (zero: lowest compared OMol25 entry of this formula, charge and spin), the calculation gives 136.3 kJ/mol.

For each atom in turn, the Mulliken charge in e is:
1 C -0.367
2 H 0.479
3 C -0.218
4 H 0.424
5 H 0.187
6 Pd 0.495